Entry 1:
17
Properties=species:S:1:pos:R:3:lowdin_charge:R:1 method="wB97M-V/def2-TZVPD" e_above_lowest_ev=0.8458 total_charge=+1 homo_lumo_gap_ev=11.20
C -1.624 -0.682 0.384 -0.06
H 2.029 0.460 -1.307 0.09
H -1.831 -0.478 -0.660 0.09
H 0.264 0.146 0.326 0.09
H 0.806 -0.461 -1.685 0.04
H -1.363 -1.732 0.311 0.10
H 1.607 1.076 2.114 0.14
H -0.606 -0.377 -3.791 0.05
N 0.775 0.766 2.592 0.18
H -1.180 0.203 2.974 0.17
O 1.250 0.001 -0.960 -0.04
H 0.623 -0.570 -4.722 0.05
C -0.447 0.426 2.203 -0.10
N -0.608 0.174 0.917 0.00
H -2.525 -0.727 1.007 0.10
O 0.354 -0.464 -3.809 -0.04
H 0.764 0.953 3.588 0.13

Entry 2:
16
Properties=species:S:1:pos:R:3:lowdin_spin:R:1 method="wB97M-V/def2-TZVPD" e_above_lowest_ev=0.1167 total_charge=-1 spin_multiplicity=2 homo_lumo_gap_ev="2.81 / 9.56"
C -0.191 -0.927 0.258 0.27
H -0.875 -0.725 -0.598 0.06
H 1.981 -1.222 0.295 0.02
H 0.212 -2.621 1.403 0.06
N -0.303 -2.351 0.561 0.07
N -1.371 2.454 0.012 0.12
H 1.027 1.177 0.349 0.02
H -1.280 -2.641 0.749 0.09
H 1.231 -1.183 -1.279 0.01
H -0.773 2.070 -0.768 0.02
H -2.158 1.796 -0.065 0.07
C 1.184 -0.717 -0.307 0.08
H -1.745 3.406 -0.241 0.02
H 2.218 0.953 -0.877 0.01
N 1.261 0.724 -0.527 0.02
H -0.419 -0.195 1.035 0.06

Entry 3:
16
Properties=species:S:1:pos:R:3:lowdin_charge:R:1 method="wB97M-V/def2-TZVPD" e_above_lowest_ev=0.6122 smiles=NCN.CN total_charge=0 homo_lumo_gap_ev=9.69
H 1.395 -0.913 1.346 0.04
N 0.920 2.247 1.174 0.00
H -1.391 -2.108 -2.209 0.07
C 1.288 0.960 0.595 -0.37
H 2.365 0.843 0.414 0.10
H -1.952 0.155 -0.747 0.07
H -0.156 -0.362 0.989 0.01
H 0.909 2.082 2.168 0.05
N 0.742 -0.155 1.447 -0.02
H 0.095 -1.886 -1.229 0.07
N -1.537 -0.727 -0.519 -0.08
H -0.566 -0.636 -2.292 0.07
C -0.826 -1.410 -1.573 -0.19
H -2.196 -1.274 0.011 0.07
H 0.916 0.747 -0.406 0.08
H -0.006 2.437 0.831 0.05

Entry 4:
16
Properties=species:S:1:pos:R:3:lowdin_spin:R:1 method="wB97M-V/def2-TZVPD" e_above_lowest_ev=1.6022 total_charge=+1 spin_multiplicity=2 homo_lumo_gap_ev="8.77 / 3.67"
N 2.253 -1.175 0.049 0.73
N -0.233 1.626 0.025 0.03
H -0.530 1.520 1.011 0.00
H -2.370 -0.490 -1.299 0.00
H -1.058 1.168 -1.894 0.00
H 1.844 -1.556 2.085 0.04
H 0.471 0.902 -0.117 0.00
C 1.277 -1.239 1.147 0.11
H -1.910 2.190 -1.100 0.00
H 1.981 -1.614 -0.807 0.02
H -2.714 0.065 0.213 0.00
C -1.353 1.304 -0.830 0.00
N -2.131 0.084 -0.527 0.00
H 0.655 -2.008 0.754 0.00
H 3.081 -0.585 -0.083 0.01
H 0.737 -0.192 1.375 0.06